(P)
70
Properties=species:S:1:pos:R:3 method="wB97M-V/def2-TZVPD" total_charge=0 smiles="C=CCn1cc(C(=O)NCCN(CC)CC)c(=O)c2cc(S(=O)(=O)N3CCCCCC3)ccc21" lumo_ev=-0.058 mol_weight_g_mol=488.65
C -0.3939 5.3265 -1.5089
C -0.6242 5.7362 -0.2770
C -0.4842 4.8961 0.9644
N -0.2196 3.4978 0.6985
C 1.0306 3.0244 0.8589
C 1.4151 1.7354 0.6569
C 0.4463 0.7495 0.2263
O 0.6802 -0.4464 0.0578
C -0.8987 1.3034 -0.0053
C -1.8958 0.4478 -0.4847
C -3.1657 0.9151 -0.7035
C -3.4779 2.2479 -0.4677
C -2.5120 3.1142 -0.0128
C -1.2065 2.6577 0.2350
H -2.7646 4.1515 0.1299
H -4.4818 2.5830 -0.6716
S -4.4703 -0.1680 -1.2781
O -3.8739 -1.3441 -1.8452
O -5.3630 0.5986 -2.0985
N -5.2488 -0.4609 0.1692
C -6.6920 -0.4872 0.1517
H -7.0496 -0.0686 1.1006
C -7.3169 -1.8673 -0.0698
H -8.3783 -1.7127 -0.2759
C -7.1736 -2.7773 1.1512
H -7.2718 -2.1634 2.0499
C -5.8627 -3.5696 1.2100
C -4.6235 -2.8287 0.6988
H -3.7387 -3.3295 1.0964
C -4.5552 -1.3459 1.0790
H -3.5117 -1.0204 1.0743
H -4.9581 -1.1814 2.0829
H -4.5640 -2.8882 -0.3874
H -5.6992 -3.8735 2.2471
H -5.9689 -4.4826 0.6205
H -7.9987 -3.4929 1.1661
H -6.8701 -2.3291 -0.9505
H -6.9825 0.1837 -0.6579
H -1.6427 -0.5809 -0.6930
C 2.8645 1.4394 0.9058
O 3.6440 2.3331 1.1992
N 3.1975 0.1449 0.8023
C 4.5496 -0.3326 0.9309
H 4.5770 -1.1417 1.6665
H 5.1638 0.4945 1.2915
C 5.0943 -0.8249 -0.4200
N 6.4504 -1.3191 -0.2745
C 7.3296 -0.9633 -1.3715
C 7.0031 -1.5919 -2.7324
H 5.9857 -1.3527 -3.0333
H 7.1098 -2.6734 -2.6984
H 7.6856 -1.2064 -3.4855
H 7.2978 0.1261 -1.4636
H 8.3468 -1.2358 -1.0841
C 6.4980 -2.7147 0.1272
C 7.8450 -3.0966 0.7319
H 7.7669 -4.0670 1.2163
H 8.1370 -2.3561 1.4714
H 8.6210 -3.1592 -0.0261
H 5.7294 -2.8539 0.8905
H 6.2584 -3.3976 -0.7061
H 5.0939 0.0235 -1.1074
H 4.4108 -1.5890 -0.8259
H 2.4723 -0.5033 0.5030
H 1.7882 3.7266 1.1829
H 0.3474 5.2900 1.5575
H -1.3872 4.9864 1.5785
H -0.9223 6.7564 -0.0776
H -0.5018 5.9892 -2.3490
H -0.0897 4.3186 -1.7374

(Q)
70
Properties=species:S:1:pos:R:3 method="wB97M-V/def2-TZVPD" total_charge=0 smiles="CCN1CCC[C@@H]1CNC(=O)c1cn(CC)c2ccc(S(=O)(=O)N3CCCCCC3)cc2c1=O" lumo_ev=-0.107 mol_weight_g_mol=488.65
C -0.1845 3.9279 -1.0096
H -0.0012 2.8898 -0.7440
H 0.2721 4.5605 -0.2525
H 0.2843 4.1346 -1.9685
C -1.6883 4.1778 -1.0906
N -2.3105 3.8843 0.1846
C -2.2845 4.9724 1.1452
H -2.1986 4.5386 2.1450
C -3.6216 5.7258 0.9929
H -3.9698 6.1131 1.9481
H -3.5048 6.5678 0.3096
C -4.5793 4.6801 0.4036
H -5.0183 5.0308 -0.5301
H -5.3908 4.4389 1.0884
C -3.6910 3.4398 0.1496
C -3.8890 2.3751 1.2521
N -2.8184 1.4153 1.2066
C -1.7404 1.5570 1.9981
O -1.7139 2.2365 3.0135
C -0.5429 0.7583 1.5837
C 0.4966 0.7402 2.4599
N 1.6744 0.1151 2.2658
C 1.9177 -0.5042 1.0610
C 3.1430 -1.1272 0.7710
C 3.3459 -1.7432 -0.4426
C 2.3462 -1.7364 -1.4054
C 1.1474 -1.1219 -1.1541
C 0.9040 -0.5133 0.0801
C -0.4232 0.0828 0.3097
O -1.3160 -0.0165 -0.5309
H 0.3765 -1.0885 -1.9085
S 2.6021 -2.5973 -2.9581
O 1.9886 -1.8366 -4.0053
O 3.9996 -2.9140 -3.0475
N 1.7636 -4.0012 -2.7798
C 2.3844 -5.1088 -2.1088
H 3.4576 -5.0313 -2.2971
C 2.1340 -5.1596 -0.5927
H 2.8743 -4.5413 -0.0808
C 0.7412 -4.6883 -0.1616
H 0.7293 -3.5977 -0.1077
C -0.4029 -5.1380 -1.0747
C -0.6647 -4.1519 -2.2135
H -0.7736 -3.1519 -1.7911
C 0.4262 -4.1483 -3.2883
H 0.3759 -5.0847 -3.8592
H 0.2700 -3.3173 -3.9777
H -1.6066 -4.4070 -2.7037
H -1.3156 -5.2082 -0.4784
H -0.1969 -6.1317 -1.4756
H 0.5644 -5.0614 0.8501
H 2.2867 -6.1914 -0.2694
H 2.0223 -6.0295 -2.5767
H 4.2825 -2.2226 -0.6800
H 3.9443 -1.1300 1.4911
C 2.6850 0.2094 3.3037
C 3.6561 1.3557 3.0327
H 4.3963 1.4091 3.8262
H 3.1169 2.2991 2.9958
H 4.1689 1.2166 2.0844
H 2.1722 0.3829 4.2521
H 3.2160 -0.7415 3.3822
H 0.3676 1.2632 3.3987
H -2.6659 0.9256 0.3276
H -3.8606 2.8418 2.2380
H -4.8478 1.8682 1.1145
H -3.9064 2.9711 -0.8151
H -1.4224 5.6168 0.9769
H -2.1082 3.5071 -1.8441
H -1.8753 5.2138 -1.4188

Which structure wins on stability? (Q) wins.

(P)
24
Properties=species:S:1:pos:R:3 method="wB97M-V/def2-TZVPD" total_charge=+1 lumo_ev=-2.692 mol_weight_g_mol=158.20
C 2.0365 0.4219 -0.3954
C 3.0646 1.0284 -0.2627
C -2.5432 0.2565 -0.3581
C -2.1630 1.2477 0.6718
C -1.4756 -0.8525 -0.0773
C -0.6340 1.3314 0.4925
C 1.2339 -2.1217 -0.2728
C 0.8138 -0.2733 -0.6661
N -0.2205 -0.1399 0.2976
O 4.2191 1.6657 -0.0493
F 1.0892 -2.2980 1.0412
H -3.5565 0.0091 -0.2673
H -2.1722 0.5654 -1.3243
H -2.5665 2.3205 0.5866
H -2.4059 0.9077 1.6932
H -1.7625 -1.3353 0.8727
H -1.2114 -1.5697 -0.8254
H -0.3408 2.0025 -0.2836
H -0.1915 1.6288 1.4157
H 0.6659 -2.7892 -0.8148
H 2.3139 -2.4109 -0.5662
H 0.6714 -0.3429 -1.7654
H 0.1267 -0.5277 1.2379
H 5.0086 1.2755 -0.3803

(Q)
24
Properties=species:S:1:pos:R:3 method="wB97M-V/def2-TZVPD" total_charge=+1 lumo_ev=-4.161 mol_weight_g_mol=158.20
C -0.8844 -1.6043 -1.3075
C -1.4964 -0.8079 -0.4675
C 0.9725 0.8152 -0.1285
C 3.2824 0.2640 0.7122
C 3.0944 -0.7745 -0.4433
C 1.8111 -0.3275 0.3339
C -3.3849 0.4768 -0.3148
C -1.7463 0.4795 1.5645
N -2.0782 0.0936 0.2411
O 1.5758 1.5301 -1.0537
F 1.2391 -1.2626 1.0953
H -0.9637 -2.7207 -1.3910
H -0.1115 -1.3475 -2.1195
H 3.6965 -0.1251 1.6839
H 3.3779 1.2457 0.4356
H 3.1934 -0.3195 -1.4912
H 3.4172 -1.7813 -0.3145
H -3.3146 0.3300 -1.3499
H -4.2648 -0.0692 -0.0397
H -3.3950 1.5625 -0.2951
H -0.9906 -0.0364 2.0940
H -1.3882 1.4835 1.4714
H -2.6443 0.5423 2.2559
H 1.0027 2.3532 -1.1717

Which structure wins on stability? (P) wins.

(P)
15
Properties=species:S:1:pos:R:3 method="wB97M-V/def2-TZVPD" total_charge=-1 spin_multiplicity=2 lumo_ev="4.390 / 4.136" mol_weight_g_mol=74.12 s_squared=0.7504
C -0.2809 1.2931 -0.4607
C -0.6577 -0.0977 -0.2184
C -1.5040 -0.5697 0.6957
C 0.1194 -1.0712 -1.0717
H 0.5420 1.7364 0.1557
H -0.9634 2.1324 -0.3334
H 0.1111 1.4298 -1.4692
H -1.7299 -1.6243 0.8456
H -2.0875 -0.0093 1.4166
H -0.0342 -2.1376 -0.8809
H 1.2009 -0.8990 -1.0297
H -0.1719 -1.0161 -2.1300
H 1.9732 1.0078 1.8397
H 1.3200 -0.3051 1.2013
O 2.1629 0.1306 1.4394

(Q)
15
Properties=species:S:1:pos:R:3 method="wB97M-V/def2-TZVPD" total_charge=-1 spin_multiplicity=2 lumo_ev="3.774 / 3.765" mol_weight_g_mol=74.12 s_squared=0.7530
O 0.3829 -0.7248 2.6946
C 0.1253 -1.7533 3.3603
H 0.3300 -2.7230 2.9306
H -0.2536 -1.7926 4.3882
C -0.0618 1.4699 -2.2095
C 0.3167 0.1389 -1.4701
C -0.3489 0.2068 -0.0758
H -0.3664 2.2884 -1.5337
H -0.7667 1.2358 -2.9980
H 0.8087 1.8638 -2.7948
H 1.3675 0.1016 -1.1574
H -0.1263 -0.6898 -2.0297
H 0.1569 -0.5898 0.4787
H -0.2670 1.2368 0.2332
H -1.2973 -0.2687 0.1834

Which structure wins on stability? (P) wins.